# 1
# C3H4O2

One molecule with the formula C3H4O2 in a non-equilibrium geometry (ωB97M-V/def2-TZVPD, OMol25).

Geometry as XYZ:
```
9
Properties=species:S:1:pos:R:3:mulliken_charge:R:1
C 0.656 2.241 0.418 -0.374
C 0.100 1.181 0.508 0.091
O -0.825 0.316 0.884 -0.223
O -0.188 -0.950 0.909 -0.165
C -0.222 -1.386 -0.457 -0.516
H 1.133 3.049 0.066 0.432
H 0.813 -1.902 -0.687 0.199
H -0.328 -0.559 -1.099 0.303
H -1.138 -1.990 -0.542 0.252
```

Properties
SMILES string: C#COOC
HOMO-LUMO gap, eV: 10.76
Max |F|, hartree/bohr: 0.057
Energy relative to the best compared isomer or geometry (same formula, charge and spin), kcal per mole: 142.7



# 2
# C2H8NS

A 2-piece molecular cluster, C2H8NS overall (ωB97M-V/def2-TZVPD, OMol25).

Geometry as XYZ:
```
12
Properties=species:S:1:pos:R:3:mulliken_charge:R:1
N 2.316 -1.064 1.110 -0.655
H 1.483 -1.169 0.506 0.213
H 3.168 -1.064 0.560 0.176
H 2.324 -1.866 1.703 0.195
C -1.766 1.088 -0.780 -1.095
C -0.562 0.401 -0.140 -0.504
S -0.481 -1.364 -0.624 -0.768
H -2.681 0.566 -0.492 0.271
H -1.731 0.936 -1.861 0.279
H -1.820 2.147 -0.498 0.342
H -0.612 0.481 0.949 0.273
H 0.363 0.908 -0.433 0.274
```

Properties
HOMO-LUMO gap, eV: 6.76
Max |F|, hartree/bohr: 0.015
Net charge: -1
Energy relative to the best compared isomer or geometry (same formula, charge and spin), kcal per mole: 1.8



# 3
# C31H55BeO5SSi

C31H55BeO5SSi as an isolated structure in a non-equilibrium geometry (ωB97M-V/def2-TZVPD, OMol25).

Geometry as XYZ:
```
94
Properties=species:S:1:pos:R:3:mulliken_charge:R:1
O 4.169 -0.759 -4.207 0.130
C 5.034 -1.883 -3.947 -0.686
C 5.846 -1.651 -5.218 -0.873
H 4.465 -2.817 -3.941 0.357
H 5.582 -1.771 -3.005 0.221
C 4.834 -0.523 -5.493 1.610
H 5.829 -2.459 -5.946 0.290
H 6.862 -1.308 -5.025 0.346
C 3.954 -0.794 -6.691 -1.877
H 3.468 -1.771 -6.600 0.429
H 4.567 -0.806 -7.611 0.496
H 3.196 -0.005 -6.801 0.251
C 5.417 0.871 -5.557 -1.758
H 6.184 1.004 -4.783 0.398
H 4.625 1.618 -5.421 0.345
H 5.866 1.030 -6.551 0.407
Be 0.580 0.322 0.121 0.406
C 1.169 1.689 1.227 0.209
C 1.934 0.501 1.601 -0.398
C 3.202 0.598 0.973 -1.256
H 1.686 -0.180 2.417 0.561
C 3.269 1.840 0.285 -0.499
C 2.037 2.507 0.421 -1.307
H 1.817 3.517 0.077 0.447
H 0.266 2.038 1.735 1.131
H 4.032 -0.099 1.111 0.436
H 4.155 2.237 -0.210 0.422
C -0.829 1.262 -0.813 1.064
C -0.224 2.033 -1.888 -1.445
C -0.349 1.309 -3.075 -0.186
H 0.185 3.041 -1.793 0.448
C -1.050 0.082 -2.797 -1.912
C -1.357 0.050 -1.434 -0.686
H -1.913 -0.734 -0.916 0.626
H -1.271 1.717 0.080 0.481
H -0.039 1.625 -4.067 0.795
H -1.354 -0.632 -3.563 0.504
O 1.952 0.427 -4.730 -0.522
C 2.562 0.973 -3.530 -0.799
C 2.546 -0.059 -2.393 3.633
H 2.008 1.875 -3.226 0.323
H 3.587 1.304 -3.746 0.275
C 1.863 -1.303 -2.985 -0.589
H 1.993 0.355 -1.532 -3.785
H 3.578 -0.273 -2.085 0.404
C 1.457 -0.898 -4.412 0.003
H 1.014 -1.640 -2.377 0.387
H 2.609 -2.098 -3.079 0.126
H 0.359 -0.920 -4.520 0.170
H 1.904 -1.606 -5.126 0.097
C -2.115 -3.546 3.409 -1.588
C -3.250 -2.569 3.141 1.655
C -3.761 -2.783 1.728 -1.240
C -4.378 -2.758 4.153 -1.726
O -2.768 -1.217 3.335 0.106
Si -1.911 -0.235 2.296 -0.121
S -0.486 -1.230 1.225 -0.841
O -3.026 0.510 1.317 0.092
C -4.211 1.303 1.614 2.025
C -4.428 2.217 0.416 -1.910
C -5.423 0.401 1.778 -1.713
C -4.049 2.119 2.886 -1.500
O -1.258 0.948 3.267 0.008
C -0.804 0.878 4.647 2.005
C 0.234 1.982 4.792 -1.704
C -1.975 1.141 5.584 -1.668
C -0.205 -0.478 4.981 -1.367
H -2.494 -4.568 3.280 0.502
H -1.742 -3.442 4.435 0.318
H -1.288 -3.384 2.703 0.218
H -4.166 -3.801 1.659 0.579
H -4.565 -2.081 1.485 0.138
H -2.954 -2.683 0.995 0.182
H -4.007 -2.618 5.176 0.306
H -5.190 -2.043 3.975 0.295
H -4.793 -3.770 4.076 0.405
H -5.328 2.825 0.576 0.439
H -4.573 1.626 -0.495 0.391
H -3.578 2.894 0.272 0.384
H -5.320 -0.256 2.651 0.117
H -6.315 1.025 1.930 0.476
H -5.586 -0.202 0.878 0.374
H -3.987 1.472 3.771 0.176
H -3.171 2.772 2.842 0.237
H -4.933 2.762 3.019 0.567
H -0.215 2.956 4.560 0.332
H 0.602 2.007 5.824 0.436
H 1.084 1.817 4.120 0.302
H -2.735 0.355 5.493 0.064
H -1.614 1.146 6.622 0.515
H -2.431 2.115 5.375 0.304
H -0.980 -1.252 4.998 0.104
H 0.581 -0.763 4.274 0.132
H 0.236 -0.428 5.986 0.543
```

Properties
HOMO-LUMO gap, eV: 6.46
Max |F|, hartree/bohr: 0.042
Net charge: -1
Energy relative to the best compared isomer or geometry (same formula, charge and spin), kcal per mole: 9.8



# 4
# C4H14NOS

A 2-piece molecular cluster, C4H14NOS overall in a non-equilibrium geometry (ωB97M-V/def2-TZVPD, OMol25).

Geometry as XYZ:
```
21
Properties=species:S:1:pos:R:3:mulliken_charge:R:1
C 0.380 1.074 0.839 -0.593
C -0.525 -0.020 0.293 -0.340
C -0.124 -1.462 0.523 -0.935
S 1.480 -1.879 -0.186 -0.052
C 0.988 -2.485 -1.827 -0.836
N 0.085 1.386 2.274 -0.194
H 1.404 0.983 0.496 0.411
H -0.029 1.873 0.216 0.268
H -0.509 0.148 -0.775 -0.076
H -1.566 0.192 0.563 0.536
H -0.880 -2.159 0.205 0.449
H -0.078 -1.686 1.575 0.362
H 1.164 -3.554 -1.896 0.323
H 1.617 -2.029 -2.591 0.304
H -0.039 -2.225 -2.067 0.271
H -0.806 1.003 2.471 0.363
H 0.830 1.049 2.883 0.366
H -0.050 2.388 2.426 0.347
H -1.033 1.751 -2.088 0.352
H -0.856 3.198 -1.763 0.332
O -1.451 2.455 -1.570 -0.660
```

Properties
HOMO-LUMO gap, eV: 8.29
Max |F|, hartree/bohr: 0.055
Net charge: +1
Energy relative to the best compared isomer or geometry (same formula, charge and spin), kcal per mole: 31.5



# 5
# C49H80N10O7

A 14-piece molecular cluster, C49H80N10O7 overall in a non-equilibrium geometry (ωB97M-V/def2-TZVPD, OMol25).

Geometry as XYZ:
```
146
Properties=species:S:1:pos:R:3:mulliken_charge:R:1
C -0.224 -2.051 5.054 -0.533
C -0.379 -0.740 4.319 0.601
O 0.179 -0.608 3.239 -0.595
C -1.083 0.452 4.961 -1.038
H -0.844 -2.795 4.554 -0.107
H -0.531 -1.880 6.086 0.464
H 0.824 -2.350 5.071 0.112
H -0.883 1.363 4.395 -0.007
H -0.614 0.679 5.918 0.567
H -2.136 0.180 5.039 0.220
C -2.752 -3.923 -4.571 -0.933
C -3.374 -3.129 -3.457 0.763
O -4.289 -3.587 -2.792 -0.644
C -2.867 -1.723 -3.182 0.999
H -1.749 -4.151 -4.211 0.099
H -2.700 -3.339 -5.490 0.347
H -3.340 -4.814 -4.794 0.374
H -1.843 -1.634 -3.545 -0.882
H -2.772 -1.477 -2.124 -0.557
H -3.549 -1.004 -3.636 0.606
C 0.566 -3.057 -3.273 0.985
C 0.771 -2.695 -4.719 0.682
O -0.102 -2.753 -5.611 -0.631
C 2.207 -2.211 -5.087 -0.880
H 1.074 -2.384 -2.582 -1.223
H 0.865 -4.081 -3.050 0.699
H -0.494 -3.036 -3.022 -0.443
H 2.816 -3.110 -5.181 0.434
H 2.513 -1.393 -4.435 -0.211
H 2.212 -1.863 -6.120 0.371
C 3.568 0.789 1.922 -0.419
C 3.617 2.264 2.192 0.650
O 2.569 2.868 2.409 -0.601
C 4.933 2.996 2.177 -1.658
H 3.783 0.513 0.890 -0.189
H 2.662 0.253 2.205 -0.262
H 4.346 0.365 2.557 0.516
H 5.553 2.348 2.796 0.506
H 4.873 3.921 2.751 0.304
H 5.284 3.153 1.157 0.152
C -0.028 -2.182 0.176 0.375
C 0.117 -0.795 -0.325 -0.206
O 0.176 -0.573 -1.513 0.694
N 0.144 0.210 0.520 0.890
C 0.235 1.666 0.242 1.515
H -0.091 -2.250 1.262 0.062
H 0.826 -2.802 -0.097 -0.439
H -0.955 -2.619 -0.194 -0.262
H 0.255 0.018 1.505 -0.114
H 0.031 2.263 1.131 -1.218
H -0.536 1.800 -0.516 -0.120
H 1.229 1.988 -0.067 -0.442
C 3.591 -2.285 -1.667 -0.163
C 3.878 -3.751 -1.313 0.314
O 3.314 -4.628 -1.887 -0.666
N 4.742 -3.942 -0.346 -0.069
C 5.105 -5.248 0.089 -0.919
H 4.459 -1.646 -1.504 0.723
H 2.738 -1.847 -1.149 -0.197
H 3.340 -2.253 -2.728 -0.288
H 5.286 -3.187 0.045 0.285
H 5.576 -5.826 -0.707 0.306
H 4.230 -5.782 0.459 0.281
H 5.847 -5.084 0.870 0.352
C -5.390 4.131 1.518 -1.180
C -4.283 4.705 0.623 0.802
O -4.308 5.911 0.280 -0.751
N -3.505 3.822 0.066 0.170
C -2.465 4.274 -0.915 -0.710
H -5.928 4.943 2.007 0.331
H -4.982 3.383 2.197 0.278
H -6.059 3.498 0.935 0.369
H -3.480 2.869 0.400 0.033
H -2.693 3.603 -1.744 0.397
H -1.540 3.910 -0.468 -0.144
H -2.491 5.266 -1.366 0.351
N 4.246 1.707 -3.926 -0.103
C 5.029 2.047 -2.830 -0.716
C 4.383 1.566 -1.710 -1.114
C 3.117 1.083 -2.102 1.640
C 3.052 1.224 -3.458 -1.362
H 4.418 2.028 -4.867 0.257
H 5.905 2.657 -2.994 0.441
H 4.796 1.536 -0.712 0.377
H 2.429 0.557 -1.457 -0.041
H 2.267 0.840 -4.092 0.602
N -5.068 0.325 0.340 0.225
C -3.714 0.271 0.237 -2.091
C -3.095 0.101 1.453 2.392
C -4.135 0.263 2.382 -0.928
C -5.331 0.365 1.680 -1.160
H -5.720 0.493 -0.412 0.271
H -3.257 0.359 -0.737 0.725
H -2.037 0.016 1.651 -0.080
H -4.125 0.286 3.462 0.334
H -6.277 0.648 2.117 0.440
N 0.468 -5.090 3.299 0.112
C 1.679 -4.548 3.727 -1.216
C 2.510 -4.447 2.612 -0.107
C 1.823 -4.952 1.534 0.581
C 0.608 -5.378 1.970 -1.771
H -0.345 -5.207 3.886 0.314
H 1.736 -4.269 4.769 0.681
H 3.479 -3.970 2.637 0.434
H 2.184 -4.984 0.517 0.504
H -0.207 -5.877 1.466 0.395
N 1.611 4.759 0.341 0.190
C 0.565 5.612 0.588 -0.586
C 0.186 6.098 -0.670 -0.330
C 0.918 5.508 -1.645 -0.786
C 1.853 4.712 -1.000 -0.432
H 2.112 4.169 0.990 0.350
H 0.171 5.627 1.593 0.278
H -0.653 6.751 -0.858 0.544
H 0.782 5.731 -2.693 0.506
H 2.611 4.137 -1.511 0.425
N -2.866 -3.797 2.623 0.159
C -3.033 -3.561 1.260 -0.557
C -3.045 -4.827 0.577 -0.123
C -2.914 -5.827 1.568 -0.990
C -2.859 -5.152 2.811 -0.886
H -3.005 -3.107 3.348 0.359
H -3.239 -2.560 0.908 0.469
H -3.199 -4.904 -0.489 0.547
H -2.938 -6.888 1.371 0.428
H -2.931 -5.554 3.811 0.559
N 0.019 3.876 3.455 0.629
C -1.247 4.003 2.988 -1.029
C -1.810 5.080 3.539 -0.001
C -0.866 5.689 4.406 -0.917
C 0.286 4.880 4.348 -0.625
H 0.637 3.099 3.271 -0.058
H -1.638 3.282 2.286 0.478
H -2.803 5.450 3.332 0.459
H -1.026 6.569 5.012 0.401
H 1.275 4.954 4.774 0.457
N -0.539 1.350 -3.606 1.015
C -0.797 0.776 -4.770 -0.414
C -1.242 1.664 -5.723 -1.183
C -1.077 2.881 -5.028 -0.878
C -0.694 2.672 -3.744 -0.347
H -0.350 0.894 -2.724 -0.170
H -0.797 -0.302 -4.841 0.491
H -1.580 1.543 -6.742 0.469
H -1.270 3.885 -5.374 0.383
H -0.502 3.260 -2.859 0.401
```

Properties
HOMO-LUMO gap (spin up / spin down), eV: 2.31 / 6.81
Max |F|, hartree/bohr: 0.113
Multiplicity: 2
Net charge: -1



# 6
# C5H18BBaNO5SSi2

C5H18BBaNO5SSi2 as an isolated structure in a non-equilibrium geometry (ωB97M-V/def2-TZVPD, OMol25).

Geometry as XYZ:
```
34
Properties=species:S:1:pos:R:3:mulliken_charge:R:1
C 2.272 2.195 1.724 -0.888
N 1.929 1.583 0.438 -0.056
C 2.834 0.549 -0.047 -0.845
B 0.593 1.687 -0.019 0.516
O -0.133 2.838 0.511 -0.608
Si -0.548 0.674 -1.242 0.299
C -2.117 -0.031 -0.342 -0.740
C -2.670 0.967 0.701 -0.513
O -3.575 1.891 0.016 -0.231
O 0.012 -0.423 -2.362 -0.283
Si 0.974 -1.759 -2.294 0.398
S 0.946 -3.225 -0.723 1.073
C -0.412 -3.267 0.459 -0.989
O 2.207 -3.079 0.074 -0.630
O 0.983 -4.576 -1.366 -0.631
H 3.350 2.075 1.886 0.366
H 2.104 3.276 1.754 0.268
H 1.757 1.737 2.577 0.308
H 3.856 0.705 0.311 0.298
H 2.519 -0.455 0.280 0.399
H 2.896 0.592 -1.141 0.222
H 0.193 3.578 0.005 0.291
H -1.179 1.744 -2.072 -0.197
H -1.942 -0.986 0.164 0.162
H -2.869 -0.166 -1.133 0.346
H -3.314 0.352 1.420 0.341
H -1.914 1.453 1.330 0.461
H -4.386 1.883 0.548 0.151
H 2.392 -1.353 -2.385 -0.058
H 0.763 -2.536 -3.534 -0.135
H -0.399 -2.426 1.169 0.300
H -1.423 -3.343 0.039 0.344
H -0.249 -4.174 1.055 0.403
Ba -5.449 2.020 2.198 1.855
```

Properties
HOMO-LUMO gap, eV: 4.38
Max |F|, hartree/bohr: 0.127
Net charge: +2



Number 1: electronic energy -7264.499 eV. Number 2: electronic energy -14530.016 eV. Number 3: electronic energy -62395.693 eV. Number 4: electronic energy -18740.820 eV. Number 5: electronic energy -81342.098 eV. Number 6: electronic energy -45148.154 eV.